# 1
Density functional theory data (ωB97M-V with the def2-TZVPD basis set) for a 8-piece molecular cluster, C36H84O28P4 overall in a non-equilibrium geometry.

Atoms and positions in Å:
P: 2.05813 0.67374 -5.43337
P: 5.71501 -0.77347 2.51113
P: -4.20262 2.75971 4.73143
P: 2.42190 -3.60256 -2.03847
O: 4.28994 -0.17172 2.09602
O: -3.46820 -1.86116 -2.90328
O: -4.65968 3.89888 5.76378
O: 5.37074 -2.02846 3.44600
O: -2.68611 3.15968 4.42618
O: -3.61614 -0.70848 -4.85623
O: 3.09632 1.41525 -6.39813
O: -3.47454 -2.93123 -4.74842
O: -4.18466 8.21175 1.44909
O: -0.96696 1.10802 0.92117
O: -1.00515 -1.01314 0.81763
O: 1.76214 -0.70008 -5.86809
O: -0.79992 0.11933 -1.11759
O: -3.54295 -2.31752 2.95333
O: 2.74467 -4.45378 -3.21010
O: -4.80548 -2.80659 1.18359
O: 6.63275 0.22015 3.10222
O: 2.65437 0.81548 -3.95172
O: 1.43140 -2.41714 -2.37133
O: -2.79078 6.49509 0.94783
O: 6.20747 -1.42223 1.12472
O: 3.55500 -2.80383 -1.29761
O: 0.80772 1.69276 -5.44423
O: -4.98354 3.24716 3.38720
O: 1.68372 -4.36434 -0.82896
O: -2.71519 8.24506 -0.26043
O: -4.46519 1.40364 5.20511
O: -3.49479 -4.35093 2.17817
C: 2.21688 -5.58912 -0.34599
C: -3.33313 7.68556 0.79230
C: -3.82943 -5.30268 1.15576
C: 7.62135 -1.58227 0.86014
C: 3.21656 -1.04833 1.71261
C: -0.93643 0.07841 0.07200
C: -0.32708 2.70580 4.52138
C: 5.53890 -2.60354 -2.72273
C: -0.88618 2.41974 0.35248
C: 2.35373 1.90459 -3.07347
C: -6.04138 4.30713 5.80437
C: -3.00406 9.60174 -0.59713
C: -3.97514 -0.79216 -2.13031
C: -4.65640 2.33723 1.13773
C: 4.44742 -3.07242 5.40372
C: 4.41373 -1.86370 -1.96335
C: -6.49273 4.14205 7.25912
C: -4.02412 -3.14516 2.02996
C: -3.86115 -0.94566 2.86447
C: 8.20010 -2.84074 1.50068
C: -1.01997 -2.29517 0.19366
C: 4.91559 -1.75926 4.77112
C: -2.91163 5.87825 2.21838
C: -1.41577 2.26721 -4.69903
C: 1.33471 -6.23687 0.69228
C: -1.70680 2.11562 4.30278
C: -0.41924 1.14810 -4.93925
C: -0.42010 -3.60815 -3.42850
C: -5.42887 2.26800 2.45307
C: 0.50179 -2.39738 -3.46198
C: 4.15603 0.63578 -6.95257
C: -3.57186 -3.04875 -6.17981
C: -3.54901 -1.74005 -4.23526
C: 5.30464 0.41108 -5.97441
C: 2.59075 1.47873 -1.64008
C: 2.00909 -0.85645 2.60673
H: -2.00894 10.03806 -0.70914
H: 3.92618 -2.91501 6.34765
H: 3.83488 -1.28739 -2.68472
H: -0.20308 2.87254 5.59294
H: -1.89006 -2.47309 -0.43984
H: 3.84217 -0.32315 -7.37538
H: 1.04032 -2.38143 -4.40731
H: -6.61307 3.58543 5.21304
H: 5.97141 -0.31316 -6.44720
H: -6.10390 5.01105 7.79003
H: 2.95559 2.77625 -3.33206
H: -0.96409 -2.99991 1.01818
H: 4.49019 1.11742 -7.87346
H: 9.17492 -3.04782 1.05550
H: 3.80932 -3.65205 4.73712
H: -1.99914 5.34573 2.48419
H: -6.46853 2.53587 2.22525
H: 2.97558 -0.74721 0.69027
H: 5.72962 -1.37168 5.38343
H: 0.30127 -6.33428 0.35097
H: -0.08557 -1.48585 -3.36983
H: 0.09250 -4.55046 -3.62185
H: -3.46407 10.17990 0.20023
H: -2.77345 -2.45343 -6.61068
H: -0.00694 2.49746 -0.28664
H: -6.21161 5.27920 5.34971
H: -1.14352 -3.48997 -4.23972
H: 2.42276 -6.29251 -1.15619
H: 0.40943 1.95084 4.24944
H: -0.75144 3.08328 1.20279
H: -1.04412 2.91383 -3.90005
H: -4.54612 -2.68970 -6.51414
H: -7.57418 4.06054 7.38739
H: -0.22997 0.60078 -4.01008
H: -5.28522 1.81745 0.40630
H: 1.87379 0.74095 -1.28156
H: -3.50255 9.69160 -1.55709
H: 3.61667 1.12133 -1.51755
H: -0.97980 -3.70031 -2.49763
H: -4.37077 -1.14105 -1.18144
H: 1.24311 -5.66194 1.61713
H: -3.14521 -0.36083 2.28240
H: -2.98717 -5.28487 0.46193
H: 1.29541 2.15337 -3.14940
H: -3.65314 5.07677 2.18422
H: -6.15435 3.21300 7.71444
H: -1.78651 2.65843 -0.20984
H: -2.38720 1.88645 -4.38546
H: -4.85276 -0.77372 2.44721
H: -0.23426 3.67075 4.02468
H: -1.77803 1.59822 3.34452
H: -3.85423 -0.52161 3.86640
H: 7.63899 -1.76185 -0.21477
H: -5.59000 1.29330 2.91983
H: -1.84805 1.41638 5.12996
H: 4.97717 0.08750 -4.99152
H: 1.12033 -1.24731 2.10266
H: 6.21797 -2.99486 -1.96398
H: -3.94432 -6.26223 1.64726
H: 4.09797 -1.03789 4.79098
H: 6.12750 -1.80357 -3.18510
H: 5.89346 1.32958 -5.93644
H: 4.89533 -1.24447 -1.21254
H: -4.71072 -5.00505 0.59266
H: 3.50127 -2.10125 1.71606
H: -1.57598 2.89241 -5.57699
H: -0.14389 -2.40134 -0.44287
H: -4.82146 -0.29533 -2.62353
H: 5.20252 -3.30939 -3.47341
H: -3.65534 1.91240 1.11200
H: 3.19201 -5.40712 0.12088
H: -3.59169 -4.11081 -6.40111
H: 7.65996 -3.78039 1.37010
H: 2.06287 -1.43708 3.52874
H: -0.84404 0.41589 -5.62919
H: 8.08710 -0.65494 1.18469
H: -3.28575 0.05349 -2.08684
H: 5.31470 -3.68845 5.64741
H: 1.82045 0.19927 2.79925
H: -4.68190 3.35263 0.74055
H: 2.55194 2.33755 -0.96505
H: -3.21336 6.54803 3.02034
H: 1.75285 -7.20844 0.95052
H: 8.25976 -2.70689 2.58289

Calculated values
Spin multiplicity ... 1
Energy relative to the best compared isomer or geometry (same formula, charge and spin) ... 0.00 kJ/mol
Net charge ... 0
SMILES string ... CCOP(=O)(OCC)OCC.CCOP(=O)(OCC)OCC.CCOP(=O)(OCC)OCC.CCOP(=O)(OCC)OCC.COC(=O)OC.COC(=O)OC.COC(=O)OC.COC(=O)OC
Energy ... -133190.910 eV

# 2
Density functional theory data (ωB97M-V with the def2-TZVPD basis set) for C24H25KN3O4 as an isolated structure in a non-equilibrium geometry.

Atoms and positions in Å:
K: -0.55064 0.02538 1.02184
O: -1.47998 -5.52682 0.59530
O: -3.64832 -5.88064 0.28499
O: -0.08669 -2.20426 1.64849
O: 0.39486 -2.79194 -0.47842
N: -7.54401 2.19590 3.49962
N: -2.47243 -1.38652 -0.00356
N: -3.99472 -2.97287 -0.05577
C: 1.43816 2.59154 2.35719
C: -4.14459 2.87188 0.09201
C: -2.77360 -3.61689 0.16918
C: 2.49897 0.40809 2.19631
C: 1.72797 1.33814 2.89202
C: -2.84564 2.63744 0.69268
C: -5.30489 2.79213 0.81102
C: -6.55769 2.35166 2.91952
C: -5.31809 2.51172 2.19015
C: 1.89605 2.96049 1.09763
C: 2.66545 2.03032 0.39908
C: 2.78318 5.26402 0.67724
C: -2.55496 -5.05944 0.36656
C: -4.83329 -0.64246 -0.35198
C: 1.11759 4.27754 -0.92700
C: -3.75629 -1.64831 -0.14406
C: -0.36338 -2.60414 0.47568
C: -1.68250 2.50223 -0.02398
C: 1.58542 4.32898 0.52310
C: 2.96084 0.78328 0.93439
C: -2.89150 2.46846 2.13708
C: -4.07163 2.37795 2.82674
C: -1.85540 -2.61929 0.19968
C: 2.76836 -0.96830 2.75555
H: -4.19008 3.08643 -0.97014
H: 0.80653 3.27963 2.91016
H: 2.74741 -0.94380 3.84729
H: 2.54106 6.26841 0.32070
H: -6.24850 2.95653 0.30066
H: 0.86623 5.27976 -1.28279
H: -1.65423 2.56548 -1.10533
H: 2.02587 -1.69627 2.41887
H: -5.42519 -0.85215 -1.24556
H: 3.52920 0.06940 0.34887
H: 3.02279 2.27090 -0.59535
H: -1.95693 2.37825 2.68345
H: 3.11468 5.34138 1.71454
H: -0.73925 2.41211 0.49570
H: 1.90520 3.89756 -1.58402
H: 1.31783 1.06124 3.85766
H: -4.44166 -5.36046 0.12304
H: 0.23262 3.65189 -1.04466
H: 3.63362 4.90028 0.09036
H: -4.04159 2.20610 3.89755
H: -4.91968 -3.35804 -0.14247
H: 0.76542 4.72837 1.12862
H: -5.51088 -0.59768 0.50324
H: 3.75693 -1.31618 2.44988
H: -4.38758 0.34486 -0.45488

Calculated values
Spin multiplicity ... 1
Net charge ... -1
Energy ... -54282.335 eV

# 3
Density functional theory data (ωB97M-V with the def2-TZVPD basis set) for a 2-piece molecular cluster, C2H4NO5 overall in a non-equilibrium geometry.

Atoms and positions in Å:
O: 1.97625 -0.88485 -0.00195
O: -2.03604 -0.24270 1.68238
O: 0.62360 0.79065 -1.16104
O: 0.32375 0.44261 1.06803
O: -1.75240 1.52823 0.15407
N: -0.36496 -1.09812 -0.66861
C: -1.80822 0.61348 0.91779
C: 0.50593 -0.25626 -0.24430
H: 2.45699 -0.86183 -0.80076
H: -0.00856 0.50757 -1.83180
H: -0.50764 -1.89476 -0.05057
H: 0.59129 1.35597 0.93676

Calculated values
Spin multiplicity ... 1
Energy relative to the best compared isomer or geometry (same formula, charge and spin) ... 332.74 kJ/mol
Net charge ... -1
Energy ... -13866.874 eV